The following is a quantum chemistry calculation of C58H52IP2PdSbSi as an isolated structure in a non-equilibrium geometry, from the Open Molecules 2025 dataset.

Results
E, Eh: -3878.9706
Net charge: +2
Frontier orbital gap, eV: 6.3

Atoms and positions in Å:
Pd -0.544 -0.308 0.101
C 1.964 1.767 1.523
Si 0.867 0.321 1.993
C -0.113 0.776 3.506
C 0.341 1.515 4.596
C -0.482 1.697 5.695
C -1.762 1.150 5.718
C -2.232 0.418 4.639
C -1.395 0.240 3.541
P -1.850 -0.672 2.043
C -3.616 -0.328 1.788
C -4.078 0.663 0.935
C -5.425 0.987 0.874
C -6.330 0.318 1.681
C -5.882 -0.668 2.552
C -4.539 -0.992 2.611
C -1.804 -2.425 2.514
C -2.676 -3.354 1.937
C -2.652 -4.678 2.339
C -1.749 -5.095 3.310
C -0.886 -4.179 3.891
C -0.915 -2.847 3.502
C 1.745 -1.303 2.366
C 2.452 -1.424 3.559
C 3.018 -2.640 3.929
C 2.879 -3.752 3.114
C 2.190 -3.655 1.913
C 1.634 -2.436 1.550
P 0.776 -2.187 -0.022
C -1.056 -1.368 -1.745
C -0.575 -1.082 -3.015
C -1.138 -1.702 -4.126
C -2.177 -2.607 -3.976
C -2.663 -2.888 -2.707
C -2.105 -2.270 -1.597
C 0.720 -3.790 -0.840
C -0.270 -4.677 -0.421
C -0.309 -5.960 -0.939
C 0.632 -6.358 -1.880
C 1.617 -5.476 -2.296
C 1.668 -4.191 -1.778
H 2.762 1.792 2.274
H 1.402 2.700 1.585
H 2.442 1.694 0.552
H 1.327 1.966 4.592
H -0.134 2.280 6.538
H -2.399 1.306 6.578
H -3.236 0.017 4.655
H -3.394 1.210 0.308
H -5.753 1.763 0.195
H -7.382 0.566 1.640
H -6.585 -1.187 3.190
H -4.217 -1.763 3.297
H -3.412 -3.039 1.210
H -3.346 -5.384 1.903
H -1.733 -6.129 3.627
H -0.196 -4.492 4.664
H -0.254 -2.140 3.987
H 2.558 -0.576 4.228
H 3.563 -2.717 4.860
H 3.314 -4.698 3.410
H 2.091 -4.521 1.271
H 0.233 -0.378 -3.165
H -0.759 -1.468 -5.113
H -2.603 -3.094 -4.843
H -3.471 -3.597 -2.576
H -2.493 -2.513 -0.617
H -1.004 -4.376 0.315
H -1.076 -6.648 -0.610
H 0.596 -7.359 -2.289
H 2.351 -5.786 -3.028
H 2.441 -3.512 -2.110
C -4.106 0.324 -2.600
C -4.277 1.794 -2.365
C -5.480 2.390 -2.743
C -5.709 3.743 -2.563
C -4.732 4.534 -1.978
C -3.535 3.960 -1.588
C -3.291 2.602 -1.789
Sb -1.362 1.927 -1.163
C -0.899 3.526 0.158
C -1.269 3.262 1.476
C -1.119 4.205 2.480
C -0.581 5.441 2.161
C -0.235 5.723 0.848
C -0.396 4.793 -0.179
C -0.053 5.219 -1.581
C 0.018 2.218 -2.744
C 1.326 2.427 -2.309
C 2.356 2.644 -3.208
C 2.072 2.652 -4.567
C 0.772 2.447 -5.002
C -0.276 2.225 -4.110
C -1.662 2.006 -4.642
H -4.973 -0.233 -2.241
H -3.229 -0.074 -2.091
H -3.998 0.099 -3.663
H -6.250 1.771 -3.189
H -6.651 4.177 -2.872
H -4.903 5.590 -1.819
H -2.795 4.584 -1.104
H -1.701 2.302 1.736
H -1.425 3.974 3.492
H -0.451 6.196 2.924
H 0.156 6.703 0.603
H -0.016 6.306 -1.641
H -0.788 4.871 -2.310
H 0.915 4.838 -1.903
H 1.542 2.458 -1.245
H 3.364 2.822 -2.856
H 2.859 2.826 -5.288
H 0.559 2.461 -6.064
H -1.640 1.858 -5.720
H -2.313 2.857 -4.432
H -2.118 1.120 -4.195
I 2.404 -0.793 -1.176

The following is a quantum chemistry calculation of C58H53Cl2FN4O11PSeZr as an isolated structure in a non-equilibrium geometry, from the Open Molecules 2025 dataset.

Results
E, Eh: -7099.1817
Net charge: -1
Frontier orbital gap, eV: 6.9

Atoms and positions in Å:
Zr 0.564 0.431 0.319
O -1.277 -2.940 2.146
C -0.438 -2.062 2.051
O -0.498 -1.096 1.187
C 0.736 -1.974 2.991
C 0.748 -0.563 3.601
C 1.652 -0.505 4.824
C 3.055 -0.579 4.167
C 2.701 -0.640 2.685
O 1.505 0.189 2.620
C 2.157 -2.023 2.303
C 2.202 -2.240 0.782
O 2.635 -3.296 0.352
O 1.815 -1.254 0.024
H 0.620 -2.750 3.742
H -0.233 -0.114 3.718
H 1.452 -1.330 5.509
H 1.511 0.433 5.359
H 3.626 -1.455 4.472
H 3.645 0.310 4.386
H 3.454 -0.259 2.012
H 2.758 -2.823 2.728
C -4.849 -1.019 6.137
C -3.564 -0.494 6.228
C -2.947 0.025 5.102
C -3.591 0.046 3.859
C -4.880 -0.472 3.787
C -5.502 -1.003 4.915
P -2.584 0.640 2.423
C -3.848 0.617 1.100
C -4.005 -0.598 0.426
C -4.892 -0.707 -0.635
C -5.631 0.399 -1.044
C -5.476 1.610 -0.385
C -4.584 1.719 0.679
C -2.375 2.407 2.829
C -3.320 3.034 3.601
C -3.208 4.389 3.964
C -2.147 5.102 3.507
C -1.158 4.511 2.680
C -0.139 5.353 2.170
C 0.738 4.855 1.267
C 0.682 3.486 0.916
C -0.185 2.557 1.457
C -1.210 3.122 2.333
H -5.333 -1.437 7.011
H -3.038 -0.498 7.175
H -1.947 0.439 5.192
H -5.415 -0.467 2.846
H -6.505 -1.404 4.830
H -3.406 -1.453 0.729
H -4.988 -1.652 -1.157
H -6.315 0.318 -1.879
H -6.041 2.478 -0.704
H -4.464 2.671 1.184
H -4.178 2.468 3.946
H -3.968 4.853 4.582
H -2.048 6.156 3.746
H -0.111 6.393 2.475
H 1.498 5.495 0.828
H 1.384 3.184 0.147
Cl -1.478 4.826 -5.461
C -0.779 3.721 -4.299
C 0.524 3.247 -4.496
C 1.107 2.380 -3.608
Cl 2.732 1.868 -3.905
C 0.416 1.923 -2.452
O 0.935 1.073 -1.637
C -0.896 2.427 -2.291
C -1.713 1.996 -1.191
O -1.330 1.284 -0.270
C -1.485 3.316 -3.206
H 1.087 3.567 -5.363
H -2.743 2.376 -1.143
H -2.496 3.668 -3.034
C -1.438 -0.181 -5.421
C -0.729 -1.520 -5.624
C 0.788 -1.404 -5.493
C 1.257 -1.181 -4.061
N 1.081 -2.360 -3.221
C 0.120 -2.551 -2.287
Se -1.210 -1.367 -1.789
N 0.278 -3.802 -1.799
C -0.522 -4.411 -0.738
C -1.435 -5.507 -1.279
C -2.595 -4.946 -2.104
C -3.634 -4.224 -1.249
C 1.375 -4.407 -2.398
C 1.976 -5.637 -2.190
C 3.104 -5.922 -2.944
C 3.617 -5.001 -3.866
C 3.017 -3.765 -4.058
C 1.885 -3.493 -3.305
H -2.508 -0.268 -5.617
H -1.032 0.581 -6.093
H -1.329 0.170 -4.392
H -0.972 -1.917 -6.613
H -1.104 -2.242 -4.891
H 1.136 -0.552 -6.088
H 1.274 -2.297 -5.896
H 0.699 -0.375 -3.588
H 2.314 -0.919 -4.029
H -1.109 -3.613 -0.289
H 0.167 -4.780 0.022
H -1.824 -6.068 -0.425
H -0.853 -6.206 -1.887
H -3.072 -5.761 -2.654
H -2.198 -4.251 -2.852
H -3.984 -4.862 -0.434
H -4.501 -3.934 -1.848
H -3.216 -3.316 -0.810
H 1.604 -6.329 -1.447
H 3.611 -6.868 -2.802
H 4.508 -5.250 -4.426
H 3.425 -3.040 -4.750
F 5.489 6.318 -0.539
C 5.975 5.156 -0.081
C 5.172 4.161 0.286
N 5.645 2.959 0.769
C 4.685 1.944 1.192
C 3.648 1.670 0.099
O 3.955 1.806 -1.068
O 2.506 1.350 0.606
C 6.992 2.706 0.856
O 7.469 1.668 1.266
N 7.796 3.758 0.439
C 7.420 5.023 -0.005
O 8.239 5.871 -0.283
H 4.097 4.256 0.215
H 4.182 2.251 2.109
H 5.257 1.038 1.384
H 8.789 3.587 0.501

The following is a quantum chemistry calculation of C58H53Cl5N5O3P2STi as an isolated structure in a non-equilibrium geometry, from the Open Molecules 2025 dataset.

Results
E, Eh: -6972.4491
2S+1: 2
Net charge: +2
⟨S²⟩: 0.754
Frontier orbital gap (alpha / beta), eV: 7.7 / 8.0

Atoms and positions in Å:
Ti -0.148 0.393 0.150
O -3.350 -0.488 -0.796
S -2.698 0.401 0.166
C -3.182 2.055 -0.406
C -4.194 2.823 0.134
C -4.488 4.050 -0.446
C -3.769 4.495 -1.542
C -2.759 3.716 -2.084
C -2.467 2.476 -1.531
P -1.103 1.359 -2.054
C -1.792 0.484 -3.499
C -3.153 0.256 -3.676
C -3.594 -0.450 -4.784
C -2.689 -0.953 -5.703
C -1.331 -0.741 -5.523
C -0.882 -0.025 -4.429
C 0.075 2.500 -2.868
C 1.304 2.750 -2.266
C 2.183 3.672 -2.808
C 1.846 4.338 -3.975
C 0.650 4.051 -4.614
C -0.234 3.135 -4.072
C -3.557 0.278 1.755
C -4.923 0.085 1.875
C -5.471 -0.039 3.143
C -4.659 0.041 4.267
C -3.293 0.228 4.139
C -2.723 0.313 2.871
P -0.923 0.518 2.606
C -0.142 -0.763 3.650
C 1.252 -0.745 3.721
C 1.938 -1.718 4.425
C 1.244 -2.744 5.047
C -0.138 -2.776 4.972
C -0.832 -1.799 4.278
C -0.708 2.093 3.511
C -1.568 3.130 3.140
C -1.391 4.400 3.651
C -0.355 4.648 4.539
C 0.475 3.615 4.942
C 0.306 2.339 4.430
H -4.749 2.484 0.995
H -5.279 4.656 -0.036
H -3.988 5.458 -1.975
H -2.195 4.077 -2.929
H -3.873 0.623 -2.959
H -4.652 -0.606 -4.931
H -3.038 -1.504 -6.564
H -0.622 -1.130 -6.238
H 0.178 0.156 -4.297
H 1.587 2.204 -1.375
H 3.123 3.871 -2.314
H 2.515 5.075 -4.392
H 0.402 4.549 -5.538
H -1.155 2.901 -4.588
H -5.537 0.021 0.989
H -6.532 -0.198 3.255
H -5.087 -0.048 5.253
H -2.665 0.299 5.016
H 1.803 0.026 3.200
H 3.015 -1.678 4.483
H 1.779 -3.511 5.584
H -0.683 -3.567 5.466
H -1.910 -1.851 4.232
H -2.381 2.935 2.449
H -2.057 5.196 3.353
H -0.205 5.643 4.924
H 1.262 3.802 5.658
H 0.950 1.537 4.762
Cl 3.862 6.126 1.769
C 3.139 4.585 1.584
C 1.825 4.475 1.124
Cl 0.914 5.860 0.708
C 1.260 3.216 0.986
Cl -0.339 2.977 0.390
C 1.950 2.027 1.276
O 1.400 0.861 1.096
C 3.270 2.172 1.750
Cl 4.143 0.738 2.130
C 3.861 3.424 1.887
Cl 5.491 3.535 2.401
C 4.569 -2.143 -3.661
N 3.934 -1.591 -2.485
N 2.559 -1.558 -2.357
C 2.219 -0.479 -1.563
O 1.014 -0.156 -1.323
C 3.431 0.128 -1.172
C 4.455 -0.564 -1.768
C 5.909 -0.309 -1.693
C 1.741 -2.666 -2.664
C 2.305 -3.934 -2.808
C 1.508 -5.007 -3.158
C 0.149 -4.833 -3.362
C -0.422 -3.592 -3.142
C 0.361 -2.511 -2.779
H 3.806 -2.472 -4.363
H 5.216 -2.983 -3.407
H 5.177 -1.377 -4.142
H 3.529 0.984 -0.540
H 6.129 0.305 -0.824
H 6.258 0.227 -2.576
H 6.464 -1.241 -1.621
H 3.358 -4.089 -2.631
H 1.957 -5.982 -3.265
H -0.464 -5.662 -3.673
H -1.484 -3.449 -3.261
H -0.109 -1.560 -2.584
C -2.590 -2.889 0.785
N -1.356 -3.477 1.240
C -1.509 -4.568 2.179
C -0.169 -2.895 0.996
N -0.052 -1.649 0.600
N 0.943 -3.683 1.188
C 2.251 -3.074 1.313
C 0.998 -5.004 0.584
H -3.303 -3.684 0.570
H -2.411 -2.322 -0.127
H -3.028 -2.231 1.540
H -2.268 -4.298 2.917
H -0.573 -4.754 2.699
H -1.838 -5.480 1.677
H 0.937 -1.485 0.415
H 2.701 -2.843 0.338
H 2.899 -3.785 1.825
H 2.199 -2.168 1.915
H 0.032 -5.283 0.176
H 1.316 -5.749 1.314
H 1.717 -4.990 -0.242

The following is a quantum chemistry calculation of C58H58CrN3O4 as an isolated structure in a non-equilibrium geometry, from the Open Molecules 2025 dataset.

Results
E, Eh: -3753.8295
2S+1: 4
Net charge: +2
⟨S²⟩: 3.803
Frontier orbital gap (alpha / beta), eV: 2.7 / 3.1

Atoms and positions in Å:
C 6.489 1.788 3.279
O 5.761 0.549 3.433
C 4.444 0.409 3.143
C 3.637 1.428 2.589
C 2.277 1.217 2.524
C 1.722 -0.047 2.781
C 0.302 -0.248 2.510
N -0.144 -1.424 1.906
C 0.640 -2.460 1.266
C 0.449 -3.823 1.587
C -0.741 -4.304 2.434
C -0.355 -4.780 3.832
C -1.607 -5.338 1.706
C 1.396 -4.780 1.161
C 2.467 -4.380 0.352
C 2.576 -3.054 -0.093
C 1.616 -2.104 0.296
C 1.622 -0.722 -0.370
C 0.874 -0.724 -1.705
C 3.014 -0.116 -0.537
N -1.480 -1.463 1.847
N -1.901 -0.303 2.393
C -3.337 -0.113 2.337
C -4.176 -0.811 3.227
C -3.572 -1.822 4.195
C -4.503 -3.012 4.466
C -3.091 -1.195 5.499
C -5.551 -0.604 3.135
C -6.096 0.167 2.108
C -5.248 0.776 1.187
C -3.872 0.575 1.237
C -3.014 0.953 0.030
C -2.909 2.445 -0.172
C -3.514 0.285 -1.249
C -0.783 0.513 2.809
C -0.875 1.793 3.576
C 2.541 -1.084 3.274
C 3.879 -0.848 3.475
H 7.487 1.528 3.649
H 6.538 2.086 2.219
H 6.044 2.591 3.892
H 4.052 2.387 2.271
H 1.571 1.998 2.273
H -1.380 -3.428 2.556
H 0.182 -3.982 4.362
H -1.260 -5.031 4.405
H 0.288 -5.669 3.782
H -1.915 -4.924 0.737
H -1.054 -6.272 1.544
H -2.511 -5.564 2.291
H 1.329 -5.851 1.467
H 3.245 -5.106 0.066
H 3.429 -2.763 -0.741
H 1.066 -0.057 0.296
H -0.146 -1.111 -1.577
H 0.800 0.293 -2.118
H 1.400 -1.357 -2.435
H 3.612 -0.248 0.370
H 3.542 -0.566 -1.389
H 2.935 0.966 -0.718
H -2.693 -2.229 3.672
H -4.874 -3.436 3.523
H -3.959 -3.799 5.009
H -5.365 -2.712 5.080
H -2.400 -0.367 5.304
H -3.939 -0.814 6.085
H -2.571 -1.955 6.096
H -6.222 -1.051 3.871
H -7.174 0.315 2.047
H -5.662 1.403 0.400
H -2.003 0.590 0.241
H -2.453 2.899 0.708
H -2.265 2.682 -1.030
H -3.883 2.931 -0.328
H -3.538 -0.802 -1.118
H -4.528 0.628 -1.485
H -2.857 0.524 -2.095
H -1.921 2.109 3.610
H -0.402 1.640 4.586
H 2.101 -2.044 3.514
H 4.527 -1.613 3.892
O -1.629 10.578 -0.032
C -1.830 9.443 -0.200
Cr -1.869 7.539 -0.347
C -0.753 7.646 1.180
O 0.029 7.787 2.026
C -0.195 7.713 -1.241
O 0.873 7.948 -1.655
C -3.626 7.422 -1.670
C -4.029 7.557 -0.334
C -3.537 6.691 0.649
C -2.617 5.666 0.341
C -1.962 4.949 1.474
C -1.418 4.262 2.345
C -0.687 3.516 3.418
C 0.785 3.857 3.376
C 1.399 4.403 2.233
C 2.730 4.842 2.295
C 3.445 4.659 3.478
C 2.938 3.816 4.485
C 1.584 3.481 4.479
C -1.327 4.148 4.762
C -2.680 3.872 4.979
C -3.394 4.482 6.031
C -2.748 5.425 6.841
C -1.381 5.666 6.676
C -0.665 4.988 5.668
C -2.202 5.556 -1.011
C -2.735 6.402 -2.001
H -4.014 8.107 -2.433
H -4.701 8.364 -0.049
H -3.823 6.792 1.700
H 0.836 4.545 1.313
H 3.164 5.308 1.404
H 4.477 5.001 3.539
H 3.581 3.416 5.289
H 1.134 2.998 5.371
H -3.218 3.229 4.272
H -4.446 4.187 6.183
H -3.284 5.832 7.707
H -0.872 6.342 7.359
H 0.398 5.189 5.643
H -1.460 4.795 -1.273
H -2.423 6.285 -3.040